(1)
Computed, not measured: C29H19Br2Cl3HfN14OSi as an isolated structure in a non-equilibrium geometry, with ωB97M-V with the def2-TZVPD basis set.

Calculated values
Total charge: 0
Orbital gap: 6.749 eV
E: -240132.8724 eV
2S+1: 1

Positions of all 70 atoms, in Å:
Hf (0.6692, -0.3236, 1.0983)
N (1.3801, -3.5012, 2.8730)
C (0.2403, -2.8147, 3.2004)
N (-0.5714, -3.1816, 4.1584)
N (-1.5687, -2.2605, 4.1248)
N (-1.3633, -1.4010, 3.2049)
N (-0.1827, -1.7098, 2.5680)
C (2.3300, -2.9826, 2.0324)
N (3.5325, -3.4850, 1.9167)
N (4.1492, -2.6727, 1.0202)
N (3.3629, -1.7487, 0.6213)
N (2.1426, -1.9083, 1.2522)
H (1.6492, -4.2703, 3.4635)
Br (2.6821, 2.8265, -7.2306)
C (1.2509, 1.6762, -6.7811)
C (1.4648, 0.6390, -5.8855)
C (0.4124, -0.1956, -5.5505)
C (-0.8453, 0.0000, -6.1154)
C (-1.0276, 1.0080, -7.0473)
C (0.0132, 1.8688, -7.3674)
N (-1.9566, -0.9083, -5.9254)
N (-2.2905, -1.3375, -4.8074)
C (-1.8712, -0.7144, -3.5811)
C (-1.9710, 0.6254, -3.3241)
C (-1.6156, 1.1624, -2.0732)
C (-1.1106, 0.3587, -1.0896)
O (-0.6542, 0.8010, 0.0855)
C (-1.0416, -1.0384, -1.3223)
N (-0.5042, -1.7853, -0.3115)
C (-0.4454, -3.0889, -0.4556)
C (-0.8983, -3.7357, -1.6161)
C (-1.3792, -2.9915, -2.6598)
C (-1.4591, -1.5841, -2.5401)
H (2.4418, 0.4892, -5.4461)
H (0.5827, -1.0109, -4.8602)
H (-2.0012, 1.1215, -7.5089)
H (-0.1333, 2.6691, -8.0799)
H (-2.3294, 1.2890, -4.1000)
H (-1.6951, 2.2264, -1.8836)
H (-0.0208, -3.6526, 0.3667)
H (-0.8388, -4.8137, -1.6766)
H (-1.7060, -3.4601, -3.5797)
Br (-6.1253, 3.4488, 2.4147)
C (-4.3754, 2.7394, 2.4829)
C (-4.1184, 1.4941, 1.9286)
C (-2.8410, 0.9687, 1.9817)
C (-1.8210, 1.6707, 2.6110)
C (-2.0889, 2.9291, 3.1352)
C (-3.3661, 3.4702, 3.0762)
N (-0.4855, 1.1384, 2.7171)
C (0.0965, 1.3035, 3.8320)
C (1.4936, 0.9147, 4.0334)
C (2.1354, 1.2354, 5.2117)
C (3.4897, 0.9554, 5.3336)
C (4.1416, 0.3729, 4.2659)
C (3.4201, 0.0620, 3.1219)
N (2.1172, 0.3142, 3.0083)
H (-4.9161, 0.9327, 1.4614)
H (-2.6541, -0.0109, 1.5728)
H (-1.2856, 3.5220, 3.5560)
H (-3.5637, 4.4543, 3.4795)
H (-0.4206, 1.7461, 4.6796)
H (1.5801, 1.7051, 6.0137)
H (4.0224, 1.2006, 6.2435)
H (5.1979, 0.1477, 4.3024)
H (3.9015, -0.4009, 2.2710)
Cl (4.1353, 2.1323, 0.2861)
Si (2.0594, 1.9879, 0.2300)
Cl (1.9097, 0.0335, -1.1810)
Cl (1.5385, 3.3476, -1.2363)

Here are the Mulliken charges for atoms 1 to 5, given in e: atom 1 (Hf): 1.48, atom 2 (N): 0.03, atom 3 (C): 0.32, atom 4 (N): -0.59, atom 5 (N): -0.82

(2)
Computed, not measured: C29H19Br3N3O3S2Sr as an isolated structure in a non-equilibrium geometry, with ωB97M-V with the def2-TZVPD basis set.

Calculated values
Total charge: -1
Orbital gap: 6.909 eV
E: -273632.1177 eV
2S+1: 1

Positions of all 60 atoms, in Å:
Sr (-0.7376, 0.2654, -0.5560)
Br (-3.0089, 2.6677, 0.2367)
C (-4.5240, 1.5251, -0.2216)
C (-5.5633, 2.0450, -0.9198)
C (-6.4934, 1.1892, -1.5040)
C (-6.4424, -0.1532, -1.3174)
C (-5.3479, -0.7043, -0.6311)
C (-5.2814, -2.1212, -0.4088)
C (-4.1930, -2.6187, 0.2929)
C (-3.1003, -1.7728, 0.5853)
C (-3.1223, -0.4219, 0.4626)
C (-4.3260, 0.1466, -0.0803)
H (-5.6543, 3.1133, -1.0633)
H (-7.3376, 1.6400, -2.0420)
H (-7.1705, -0.8864, -1.7194)
H (-6.1124, -2.8102, -0.6270)
H (-4.1677, -3.6986, 0.5064)
H (-2.1743, -2.2312, 0.9299)
O (3.8141, -2.8081, 2.0093)
C (3.7425, -3.2024, 0.7054)
C (4.6860, -4.0758, 0.1578)
C (4.6273, -4.5631, -1.1332)
C (3.5474, -4.2265, -1.9914)
C (2.6334, -3.3119, -1.4740)
C (2.6744, -2.8267, -0.1508)
C (1.6697, -1.8846, 0.2716)
O (0.7773, -1.5487, -0.5688)
N (1.6467, -1.5181, 1.5463)
N (0.5656, -0.7036, 1.7607)
C (0.2330, -0.3622, 2.9300)
S (-1.2106, 0.6072, 3.3399)
C (-0.5059, 1.1701, 4.9012)
C (0.1141, -0.0619, 5.6038)
S (1.1691, -0.8860, 4.3981)
H (3.0625, -2.2004, 2.2161)
H (5.4830, -4.4393, 0.7852)
H (5.3961, -5.2434, -1.4742)
H (3.4732, -4.5252, -3.0209)
H (1.7883, -3.0066, -2.1438)
H (-1.2509, 1.5672, 5.5535)
H (0.2949, 1.9037, 4.8918)
H (-0.6246, -0.7547, 5.9322)
H (0.6731, 0.2550, 6.4729)
Br (0.4041, 1.9668, -5.7766)
C (1.0987, 2.6459, -4.1407)
C (2.1852, 3.5004, -4.2028)
C (2.9146, 3.8916, -3.1629)
Br (4.2334, 5.2889, -3.4820)
C (2.5612, 3.4648, -1.8775)
C (3.3321, 3.6884, -0.6974)
C (2.9844, 3.1428, 0.5069)
C (1.8128, 2.3599, 0.5280)
N (1.1214, 2.1081, -0.5621)
C (1.4453, 2.6065, -1.7753)
C (0.6447, 2.1634, -2.9270)
O (-0.2433, 1.2701, -2.7673)
H (2.4771, 3.8313, -5.1906)
H (4.2602, 4.3102, -0.7881)
H (3.5595, 3.3284, 1.4065)
H (1.4859, 1.9051, 1.4667)

Here are the Mulliken charges for atoms 1 to 5, given in e: atom 1 (Sr): 2.01, atom 2 (Br): -0.23, atom 3 (C): 0.17, atom 4 (C): -0.59, atom 5 (C): -0.39

(3)
Computed, not measured: C29H19Cl4N3O3S3Tc as an isolated structure in a non-equilibrium geometry, with ωB97M-V with the def2-TZVPD basis set.

Calculated values
Total charge: -2
Orbital gap (spin up / spin down): 5.209 / 5.747 eV
E: -125790.6261 eV
2S+1: 2

Positions of all 62 atoms, in Å:
Tc (0.0586, -1.1890, -1.0993)
C (-0.7237, 1.3741, 2.5077)
C (-1.1244, 1.6070, 1.0692)
N (-0.3586, 2.0909, 0.1876)
N (0.9067, 2.4520, 0.3697)
C (1.8563, 1.6110, 0.3104)
S (1.8444, -0.1290, 0.2202)
S (3.5116, 2.2234, 0.3756)
C (3.3118, 3.8120, 1.3031)
C (3.3625, 3.5697, 2.7708)
C (2.2050, 3.6113, 3.5372)
C (2.2510, 3.3674, 4.8982)
C (3.4576, 3.0819, 5.5138)
C (4.6137, 3.0168, 4.7539)
C (4.5675, 3.2561, 3.3940)
C (-2.4532, 1.1160, 0.6530)
C (-3.5846, 1.8945, 0.5408)
C (-4.7974, 1.3408, 0.1562)
C (-4.8677, -0.0223, -0.0888)
C (-3.7502, -0.8205, 0.0167)
C (-2.4905, -0.2730, 0.3344)
O (-1.4177, -0.9802, 0.3475)
H (0.2066, 0.8073, 2.5505)
H (-1.5048, 0.8357, 3.0382)
H (-0.5616, 2.3385, 2.9945)
H (2.3584, 4.2274, 0.9841)
H (4.1439, 4.4275, 0.9655)
H (1.2644, 3.8281, 3.0530)
H (1.3402, 3.3908, 5.4808)
H (3.4951, 2.8998, 6.5805)
H (5.5549, 2.7661, 5.2267)
H (5.4625, 3.1847, 2.7931)
H (-3.5131, 2.9564, 0.7451)
H (-5.6721, 1.9690, 0.0404)
H (-5.8125, -0.4695, -0.3723)
H (-3.8012, -1.8808, -0.1966)
Cl (-5.1909, 2.1179, -3.8700)
C (-4.0881, 0.8742, -3.4308)
C (-4.4282, -0.4527, -3.6215)
Cl (-5.9538, -0.8599, -4.3125)
C (-3.5415, -1.4620, -3.2554)
Cl (-3.9787, -3.1183, -3.4731)
C (-2.3135, -1.1692, -2.6657)
O (-1.4663, -2.0531, -2.2695)
C (-1.9474, 0.2173, -2.4974)
O (-0.7873, 0.4519, -1.9917)
C (-2.8478, 1.2061, -2.8902)
Cl (-2.4121, 2.8533, -2.6419)
N (2.0220, -1.6710, -3.5544)
C (1.3552, -1.4694, -2.6351)
S (0.8376, -3.2007, -0.0075)
C (1.6215, -4.3047, -1.1279)
C (2.8051, -4.9288, -0.7376)
C (3.3888, -5.8813, -1.5501)
C (2.7960, -6.2288, -2.7526)
C (1.6290, -5.5935, -3.1522)
C (1.0420, -4.6347, -2.3496)
H (3.2544, -4.6516, 0.2043)
H (4.3134, -6.3548, -1.2427)
H (3.2419, -6.9888, -3.3806)
H (1.1727, -5.8538, -4.0982)
H (0.1339, -4.1336, -2.6543)

Here are the Mulliken charges for atoms 1 to 5, given in e: atom 1 (Tc): 1.27, atom 2 (C): -1.29, atom 3 (C): 0.33, atom 4 (N): 0.11, atom 5 (N): -0.89